# 1
This record from the OMol25 dataset describes a cluster of 2 separate species, C30H46BrF8N2O3 in total. The level of theory is ωB97M-V/def2-TZVPD.

Kohn-Sham gap   7.10 eV
Total charge   +1
Max |F|   2.72 eV/Å
Electronic energy   -4878.5359 Ha
Multiplicity   1

The geometry in XYZ format:
```
90
Properties=species:S:1:pos:R:3:lowdin_charge:R:1
C -6.5969 -2.9733 -5.7039 -0.135
C -6.5053 -4.2454 -4.7585 -0.269
C -5.5324 -4.0193 -3.5266 -0.205
C -5.8456 -5.1996 -2.4852 -0.207
C -4.7837 -6.3657 -2.5799 -0.208
C -4.3934 -6.9286 -1.1420 -0.220
C -3.6655 -5.8643 -0.2498 -0.215
C -3.2825 -6.4641 1.1760 -0.213
C -4.0791 -5.7141 2.3392 -0.196
C -3.5081 -4.2265 2.3979 -0.218
C -3.3733 -3.6427 3.8619 -0.176
C -2.0575 -2.7254 3.8896 -0.204
C -2.2959 -1.2982 4.5433 -0.191
C -1.4238 -0.2394 3.7413 -0.195
C -0.6711 0.7385 4.7529 -0.202
C 0.7812 0.2398 5.0852 -0.152
C 1.7903 0.3412 3.9085 -0.115
C 3.0076 -0.4766 4.0162 0.035
N 3.9779 -0.4415 3.0480 0.052
C 3.8560 0.3413 1.9141 -0.484
Br 5.3406 0.1729 0.6578 0.861
C 2.6870 1.1988 1.6755 -0.148
N 2.6265 1.9510 0.4591 0.026
C 3.5896 3.0775 0.4264 -0.431
C 4.4139 3.2324 -0.9059 -0.002
O 3.7260 3.8600 1.3212 0.156
C 1.2602 2.4183 0.1463 -0.403
C 0.4803 1.8099 -1.0855 0.020
O 0.7051 3.2842 0.7650 0.138
C 1.6465 1.1781 2.7212 0.134
H -6.9866 -2.0705 -5.1496 0.072
H -5.5774 -2.7360 -6.1037 0.068
H -7.3288 -3.1581 -6.5415 0.071
H -7.5593 -4.4390 -4.4019 0.102
H -6.2140 -5.1651 -5.3406 0.113
H -5.6457 -3.0067 -3.0644 0.103
H -4.4583 -4.1425 -3.8276 0.097
H -6.8752 -5.5906 -2.7227 0.102
H -5.8927 -4.7852 -1.4378 0.093
H -5.2167 -7.1772 -3.2188 0.107
H -3.8208 -6.0365 -3.0680 0.104
H -5.3148 -7.3534 -0.6515 0.118
H -3.7053 -7.8023 -1.3145 0.111
H -4.2232 -4.8919 -0.1523 0.093
H -2.6848 -5.6066 -0.7420 0.112
H -3.4461 -7.5696 1.2387 0.104
H -2.1852 -6.2885 1.3841 0.101
H -5.1557 -5.7020 1.9987 0.112
H -3.9885 -6.2399 3.3219 0.101
H -2.5401 -4.2205 1.8221 0.096
H -4.2197 -3.5925 1.7943 0.110
H -4.2289 -2.9416 4.0345 0.100
H -3.3420 -4.4588 4.6226 0.105
H -1.2678 -3.2737 4.4686 0.109
H -1.6793 -2.5596 2.8478 0.088
H -3.3753 -0.9888 4.4425 0.113
H -2.0216 -1.3451 5.6341 0.111
H -2.0781 0.3893 3.0866 0.113
H -0.6189 -0.7211 3.1159 0.095
H -0.6903 1.8159 4.4501 0.111
H -1.2506 0.6801 5.7198 0.114
H 0.7580 -0.8287 5.4518 0.131
H 1.1593 0.8380 5.9657 0.137
H 3.1455 -1.1423 4.8963 0.155
H 4.7956 -1.0439 3.1806 0.162
H 3.7050 3.4237 -1.7658 0.104
H 4.8774 2.2345 -1.1323 0.037
H 5.1636 4.0516 -0.8496 0.078
H 0.2863 2.6774 -1.7804 0.102
H -0.5060 1.3833 -0.7876 0.094
H 1.1190 1.0983 -1.6767 0.087
H 0.7212 1.7843 2.6153 0.126
C 5.2660 7.2320 -2.4308 -0.052
C 6.3798 6.3420 -3.0170 -0.434
C 7.7252 6.3795 -2.2909 -0.304
F 8.2789 7.6043 -2.2953 0.102
F 8.6075 5.5536 -2.9078 0.096
F 6.5279 6.6281 -4.3276 0.139
F 5.9229 5.0505 -2.9629 0.080
O 5.0546 8.4999 -3.0450 0.042
C 5.8587 9.5699 -2.6317 -0.516
C 6.7547 10.0960 -3.7559 -0.278
F 7.5672 9.1301 -4.2334 0.098
F 7.5480 11.0924 -3.3002 0.105
F 6.5502 9.2236 -1.5294 0.138
F 5.0113 10.5489 -2.2502 0.151
H 4.3317 6.6960 -2.6115 0.146
H 5.3317 7.3149 -1.3436 0.145
H 7.6220 6.0449 -1.2540 0.172
H 6.1540 10.4766 -4.5850 0.178
```



# 2
This record from the OMol25 dataset describes a structure of composition C30H46BrN3P2SeSn. The level of theory is ωB97M-V/def2-TZVPD.

Kohn-Sham gap (spin up / spin down)   4.51 / 4.39 eV
Total charge   +4
Max |F|   4.54 eV/Å
Electronic energy   -7205.8503 Ha
Multiplicity   1
ΔE to the lowest compared entry with this formula, charge and spin   30.7 kcal/mol

The geometry in XYZ format:
```
84
Properties=species:S:1:pos:R:3:lowdin_charge:R:1
C -4.4924 -7.1068 1.3318 0.064
C -3.1277 -6.8654 1.0422 -0.168
C -2.2529 -7.9608 0.8376 0.059
C -2.8140 -9.2399 0.8784 -0.011
N -4.0980 -9.4642 1.1251 0.311
C -4.9138 -8.4402 1.3420 -0.006
C -2.6216 -5.5299 0.9893 0.093
C -2.1324 -4.4158 0.9820 0.068
C -1.5850 -3.1333 1.0103 -0.213
C -2.1736 -2.1543 0.2140 0.007
C -1.7134 -0.8507 0.2990 -0.150
C -0.6356 -0.5733 1.1474 -0.351
C -0.0636 -1.5174 2.0051 -0.105
C -0.5071 -2.8350 1.8671 0.021
Sn 0.3583 1.1902 0.3920 0.880
P 0.0332 1.7764 -2.0750 0.860
H -1.1691 -7.8604 0.6732 0.153
H -5.2215 -6.3179 1.5673 0.156
H -2.2045 -10.1208 0.7063 0.161
H -5.9492 -8.6945 1.5340 0.161
H -0.0340 -3.6425 2.4228 0.139
H -2.9883 -2.4036 -0.4702 0.145
H 0.7143 -1.2553 2.7299 0.107
H -2.1957 -0.0766 -0.3062 0.075
C 0.9295 3.2805 -2.4909 -0.364
C 1.7869 3.2228 -3.7619 -0.096
H 1.5567 3.5591 -1.6223 0.093
H 0.1604 4.0773 -2.5608 0.104
H 2.3161 4.1770 -3.8713 0.106
H 2.5434 2.4338 -3.7115 0.067
H 1.1971 3.0651 -4.6730 0.088
C 0.8491 0.2729 -2.6879 -0.394
C 0.0056 -0.7611 -3.4423 -0.095
H 1.2878 -0.2378 -1.8093 0.019
H 1.7058 0.6189 -3.2878 0.089
H 0.6143 -1.6633 -3.6008 0.099
H -0.8908 -1.0807 -2.8843 0.076
H -0.3158 -0.3985 -4.4297 0.088
C -1.6048 1.9181 -2.7933 -0.379
C -1.6324 2.3727 -4.2554 -0.085
H -2.1831 2.6176 -2.1612 0.043
H -2.0853 0.9327 -2.6927 0.092
H -2.6701 2.3413 -4.6096 0.109
H -1.2734 3.4010 -4.3815 0.086
H -1.0411 1.7220 -4.9115 0.080
Br 0.9985 2.3381 2.7473 0.347
P 4.2346 -0.4974 0.8728 1.244
C 3.7241 -0.0685 -0.8415 -0.388
C 4.9948 0.2059 -1.6522 -0.120
H 3.0439 0.7978 -0.8121 0.042
H 3.1590 -0.9162 -1.2559 0.082
H 4.8005 0.1449 -2.7286 0.089
H 5.3862 1.2015 -1.4142 0.093
H 5.7784 -0.5266 -1.4120 0.085
C 3.5474 0.8091 1.9354 -0.512
C 4.4962 1.0931 3.0980 -0.118
H 2.5497 0.4923 2.2667 -0.044
H 3.4134 1.6852 1.2879 0.053
H 4.2815 2.0748 3.5293 0.087
H 4.3926 0.3315 3.8802 0.097
H 5.5294 1.0822 2.7352 0.082
C 3.1493 -1.9218 1.2674 -0.375
C 3.9630 -3.2000 1.0564 -0.124
H 2.2631 -1.8731 0.6217 0.077
H 2.8050 -1.8240 2.3067 0.088
H 3.4701 -4.0506 1.5371 0.090
H 4.0754 -3.4045 -0.0133 0.086
H 4.9688 -3.0988 1.4819 0.084
C -2.0366 3.7051 3.7945 -0.045
N -2.1336 4.7183 2.7606 -0.107
C -2.4054 6.0690 2.9422 0.028
C -2.6113 6.6081 1.7021 0.033
N -2.4968 5.5599 0.7891 -0.115
C -2.7518 5.6166 -0.6311 -0.029
C -2.1398 4.4004 1.4301 -0.626
Se -2.1329 2.7349 0.6598 0.755
H -0.9852 3.4498 4.0035 0.009
H -2.5433 2.7932 3.4414 0.076
H -2.5362 4.0704 4.7025 0.119
H -2.4222 6.5371 3.9217 0.152
H -2.8149 7.6218 1.4031 0.147
H -3.4007 6.4662 -0.8613 0.117
H -1.8163 5.6946 -1.2046 0.100
H -3.2656 4.7004 -0.9540 0.063
```



# 3
This record from the OMol25 dataset describes a structure of composition C30H46N2PTl. The level of theory is ωB97M-V/def2-TZVPD.

Kohn-Sham gap   6.70 eV
Max |F|   0.40 eV/Å
Electronic energy   -1793.9850 Ha
Multiplicity   1
ΔE to the lowest compared entry with this formula, charge and spin   0.0 kcal/mol

The geometry in XYZ format:
```
80
Properties=species:S:1:pos:R:3:lowdin_charge:R:1
Tl 0.2639 0.1567 -0.1340 0.896
C 0.0836 -2.0814 -3.4405 -0.133
C -1.4051 -1.7832 -3.2353 -0.525
C -2.2447 -3.0020 -3.6117 -0.111
P -1.6467 -1.1334 -1.5159 0.999
C -3.1371 -0.0336 -1.5328 -0.544
C -4.3592 -0.4879 -2.3273 -0.107
C -3.5064 0.2933 -0.0830 -0.114
C -1.9385 -2.5039 -0.3906 -0.300
C -3.0701 -3.3292 -0.4973 -0.077
C -3.3065 -4.3932 0.3495 -0.289
C -4.5185 -5.2791 0.1985 -0.061
C -2.3480 -4.6314 1.3434 -0.039
C -1.2311 -3.8418 1.4912 -0.014
C -0.9827 -2.7279 0.6455 -0.315
N 0.0864 -1.9113 0.8186 -0.088
C 1.0688 -2.2371 1.7894 -0.260
C 2.0931 -3.1386 1.4596 -0.208
C 2.0387 -3.9014 0.1620 -0.042
C 3.1143 -3.3760 2.3755 -0.027
C 3.1319 -2.7614 3.6215 -0.277
C 4.2691 -2.9904 4.5848 -0.057
C 2.0736 -1.9232 3.9520 -0.009
C 1.0375 -1.6530 3.0625 -0.203
C -0.1246 -0.7927 3.4743 -0.040
H 0.2487 -2.4930 -4.4391 0.080
H 0.4297 -2.8205 -2.7114 0.071
H 0.6994 -1.1888 -3.3210 0.047
H -1.6859 -0.9419 -3.8773 0.109
H -2.0000 -3.8493 -2.9688 0.081
H -2.0189 -3.2843 -4.6431 0.081
H -3.3162 -2.8217 -3.5403 0.058
H -2.7598 0.8815 -2.0013 0.104
H -4.8257 -1.3666 -1.8788 0.069
H -4.1155 -0.7134 -3.3661 0.064
H -5.1054 0.3107 -2.3296 0.082
H -3.8932 -0.5913 0.4261 0.082
H -4.2734 1.0707 -0.0572 0.084
H -2.6501 0.6567 0.4911 0.055
H -3.7894 -3.1316 -1.2799 0.086
H -5.2882 -4.7939 -0.4038 0.071
H -4.9585 -5.5193 1.1687 0.074
H -4.2688 -6.2264 -0.2879 0.077
H -2.4917 -5.4619 2.0281 0.114
H -0.5239 -4.0572 2.2855 0.117
H 1.7525 -3.2570 -0.6663 0.042
H 1.2863 -4.6941 0.2192 0.085
H 3.0001 -4.3737 -0.0560 0.070
H 3.9074 -4.0735 2.1130 0.114
H 4.7175 -3.9751 4.4432 0.072
H 3.9320 -2.9164 5.6198 0.074
H 5.0568 -2.2456 4.4434 0.078
H 2.0504 -1.4603 4.9353 0.116
H 0.0371 -0.3770 4.4699 0.078
H -1.0502 -1.3760 3.4885 0.083
H -0.2462 0.0429 2.7841 0.029
C 2.5227 3.5442 1.6879 -0.083
C 2.4084 2.2673 0.8297 -0.756
C 3.4586 1.2620 1.3202 -0.084
C 2.7021 2.6518 -0.6241 -0.095
C 1.0098 1.7300 1.1370 -0.256
H 3.5393 3.9488 1.6366 0.081
H 2.2932 3.3248 2.7341 0.081
H 1.8302 4.3127 1.3352 0.078
H 4.4764 1.6483 1.1890 0.080
H 3.3760 0.3174 0.7709 0.042
H 3.2970 1.0401 2.3771 0.083
H 3.7002 3.0912 -0.7265 0.078
H 1.9676 3.3794 -0.9789 0.079
H 2.6492 1.7713 -1.2703 0.039
H 0.2741 2.5301 0.9469 -0.029
C 5.6660 -1.4276 -0.1535 -0.079
C 4.9004 -2.0225 -1.3431 -0.197
C 3.5763 -1.4210 -1.4606 -0.185
N 2.5563 -0.8971 -1.4862 0.169
H 6.6507 -1.8885 -0.0815 0.078
H 5.1275 -1.6062 0.7778 0.070
H 5.7922 -0.3518 -0.2703 0.077
H 4.7634 -3.0981 -1.2212 0.109
H 5.4298 -1.8664 -2.2835 0.119
```



# 4
This record from the OMol25 dataset describes a cluster of 5 separate species, C30H46NO12P in total. The level of theory is ωB97M-V/def2-TZVPD.

Kohn-Sham gap   7.80 eV
Max |F|   3.51 eV/Å
Electronic energy   -2469.6698 Ha
Multiplicity   1
SMILES   COC[C@@H](OCCCC(=O)Nc1ccccc1)P(C)O.O=C1CCCO1.O=C1CCCO1.O=C1CCCO1.O=C1CCCO1

The geometry in XYZ format:
```
90
Properties=species:S:1:pos:R:3:lowdin_charge:R:1
C -2.7648 -1.1274 -0.8694 -0.097
O -2.4880 0.1310 -0.2476 -0.231
C -2.1417 1.1193 -1.2348 -0.191
C -1.7875 2.4447 -0.4495 -0.456
O -1.2064 3.4389 -1.2934 -0.179
C -0.4412 4.3754 -0.5191 -0.211
C 1.0692 3.9137 -0.3581 -0.164
C 1.7599 4.5427 0.9343 -0.079
C 1.6619 3.4304 2.0638 -0.462
O 1.0458 3.7021 3.0706 0.066
N 2.2696 2.1769 1.7649 0.092
C 2.9350 1.5453 2.8857 -0.220
C 3.4870 2.2089 4.0580 -0.012
C 4.1386 1.4188 5.1180 -0.070
C 4.2520 -0.0368 5.0090 -0.090
C 3.7348 -0.7164 3.8289 -0.079
C 3.1005 0.0877 2.8045 -0.029
P -3.3314 3.0862 0.4589 0.938
C -3.0089 2.8127 2.3055 -0.276
O -4.7069 2.1842 -0.0194 -0.348
H -2.6583 -1.9120 -0.0794 0.081
H -2.0262 -1.3443 -1.6926 0.074
H -3.8147 -1.1554 -1.2805 0.100
H -3.0297 1.3600 -1.8791 0.128
H -1.2376 0.7526 -1.8124 0.122
H -1.0205 2.2000 0.3456 0.117
H -0.4259 5.3869 -0.9936 0.134
H -0.8645 4.4062 0.5237 0.103
H 1.0542 2.7901 -0.3475 0.102
H 1.6571 4.2005 -1.2724 0.112
H 1.1069 5.3986 1.2580 0.119
H 2.8202 4.8395 0.7501 0.115
H 2.8492 2.2103 0.9269 0.136
H 3.3984 3.3213 4.1277 0.108
H 4.5262 1.9704 6.0079 0.102
H 4.7196 -0.6188 5.8341 0.104
H 3.8057 -1.8246 3.7217 0.102
H 2.7162 -0.4519 1.8990 0.104
H -3.4234 1.8177 2.6243 0.041
H -3.3558 3.6630 2.9370 0.032
H -1.8835 2.7567 2.4027 0.030
H -5.3139 2.1505 0.7413 0.041
O 3.4541 -1.4443 8.6652 0.102
C 2.2884 -1.2654 8.4350 -0.472
C 1.7167 -0.6058 7.2064 -0.098
C 0.2941 -0.3078 7.6366 -0.167
C 0.0187 -1.4095 8.6369 -0.159
O 1.2857 -1.6825 9.2553 0.024
H 1.7507 -1.3116 6.3747 0.101
H 2.2602 0.3043 6.9611 0.114
H -0.4160 -0.2872 6.8150 0.100
H 0.2593 0.6649 8.1370 0.121
H -0.3401 -2.3248 8.1580 0.123
H -0.7008 -1.1042 9.3971 0.121
O 0.4199 -0.8426 -2.7453 0.104
C 0.0895 -1.3869 -3.7632 -0.478
C 0.7108 -1.1818 -5.1232 -0.065
C -0.3307 -1.7897 -6.0451 -0.177
C -0.9611 -2.8503 -5.1663 -0.148
O -0.8921 -2.3233 -3.8314 0.016
H 1.6592 -1.7219 -5.1653 0.134
H 0.8625 -0.1239 -5.3288 0.131
H 0.0811 -2.1881 -6.9710 0.114
H -1.0715 -1.0368 -6.3049 0.104
H -0.4130 -3.7965 -5.1957 0.126
H -2.0012 -3.0379 -5.4320 0.127
O 0.2640 -1.6554 5.2573 0.091
C 0.1423 -2.3345 4.2735 -0.435
C -1.0915 -2.4331 3.4097 -0.065
C -0.8124 -3.6846 2.5960 -0.156
C 0.7005 -3.6930 2.5267 -0.152
O 1.1379 -3.0992 3.7591 0.027
H -1.1563 -1.5428 2.7801 0.136
H -1.9875 -2.5382 4.0183 0.129
H -1.2883 -3.6876 1.6153 0.111
H -1.1636 -4.5637 3.1428 0.121
H 1.0822 -3.0926 1.6965 0.127
H 1.1019 -4.7028 2.4450 0.127
O -0.5779 -0.0192 -8.1852 0.106
C -0.9193 -0.5687 -9.1944 -0.475
C -0.3094 -0.3769 -10.5620 -0.074
C -1.3629 -0.9884 -11.4699 -0.160
C -1.9897 -2.0386 -10.5759 -0.157
O -1.9058 -1.5015 -9.2468 0.028
H 0.6358 -0.9216 -10.6090 0.135
H -0.1547 0.6785 -10.7764 0.129
H -0.9615 -1.3966 -12.3973 0.119
H -2.1068 -0.2311 -11.7301 0.122
H -1.4457 -2.9866 -10.6031 0.128
H -3.0329 -2.2239 -10.8298 0.127
```



# 5
This record from the OMol25 dataset describes a structure of composition C30H46O2P2Ru. The level of theory is ωB97M-V/def2-TZVPD.

Kohn-Sham gap (spin up / spin down)   4.08 / 3.43 eV
Total charge   +2
Max |F|   2.53 eV/Å
Electronic energy   -2097.9324 Ha
Multiplicity   5
ΔE to the lowest compared entry with this formula, charge and spin   61.1 kcal/mol

The geometry in XYZ format:
```
81
Properties=species:S:1:pos:R:3:mulliken_spin:R:1
Ru 0.3319 -1.4300 -0.7987 2.239
C -0.7009 -2.5637 1.2108 0.279
C 0.6484 -2.8615 0.6401 0.408
C 0.8448 -1.3139 2.4007 0.158
C -0.5370 -1.6268 2.2593 0.166
C 1.5868 -2.0410 1.4572 0.226
C -1.9052 -3.4426 1.0795 -0.003
H -1.7969 -4.1822 0.2657 -0.007
H -2.8372 -2.8659 0.9087 0.011
H -2.0402 -4.0120 2.0252 0.024
C -1.5616 -1.2129 3.2480 0.027
H -2.5123 -1.7361 3.1057 -0.001
H -1.7389 -0.1283 3.1675 0.014
H -1.2022 -1.4070 4.2748 0.011
C 1.3968 -0.5373 3.5395 0.029
H 0.9694 -0.8860 4.4937 0.010
H 1.1335 0.5258 3.4534 0.022
H 2.4860 -0.6220 3.6032 0.000
C 3.0682 -2.1958 1.4802 -0.013
H 3.3920 -2.7303 2.3957 0.018
H 3.5936 -1.2206 1.4840 0.012
H 3.4300 -2.7844 0.6219 0.001
C 1.0182 -4.2255 0.1510 -0.040
H 1.1890 -4.9141 0.9937 0.018
H 1.9292 -4.1616 -0.4421 0.016
H 0.2146 -4.6285 -0.4623 0.002
C -1.4165 0.6013 -4.2809 0.009
C -1.6443 -0.7088 -4.5620 0.003
C -0.7947 -1.4924 -5.4876 0.000
C 0.7091 -1.1244 -5.4790 0.007
C 1.2804 -0.6527 -4.1628 0.057
C 1.4423 0.6621 -3.9457 -0.029
C 0.8435 1.7361 -4.8113 -0.002
C -0.6333 1.4948 -5.1934 0.001
H -1.1492 -1.3633 -6.5263 0.000
H 0.8782 -0.4011 -6.2935 0.000
H -0.9074 -2.5636 -5.2647 -0.001
H -0.6679 1.1290 -6.2277 -0.001
H -1.9438 1.0917 -3.4510 -0.011
H -2.5909 -1.2065 -4.3225 0.001
H -1.1211 2.4769 -5.2279 0.001
H 0.9243 2.6884 -4.2616 0.000
H 2.0383 1.1288 -3.1381 0.000
H 1.4143 1.8801 -5.7463 0.001
H 1.2536 -2.0220 -5.7962 0.000
H 1.6931 -1.4298 -3.5073 -0.005
P -1.2044 0.2865 -0.5695 0.062
C -2.6489 1.2284 -0.0651 0.027
C -1.8141 -1.1529 -1.5875 0.141
P 1.5303 0.5071 -0.9939 -0.016
C -0.1065 1.3287 -1.6427 0.065
C 3.1253 -0.2246 -1.5014 0.058
C 2.0314 1.6832 0.2947 -0.007
H -2.3757 1.8311 0.8171 -0.002
H -3.4748 0.5507 0.1995 -0.002
H -2.9474 1.8929 -0.8936 0.007
H -1.8064 -0.8905 -2.6433 -0.036
H -2.8436 -1.2821 -1.2182 0.010
H -1.3493 -2.1774 -1.5259 0.005
H 2.2885 2.6156 -0.2388 -0.002
H 2.9097 1.2980 0.8292 -0.001
H 1.2237 1.8905 1.0108 0.007
H -0.1660 2.4079 -1.4964 0.005
H -0.2470 1.0623 -2.6868 0.000
H 3.9356 0.2590 -0.9506 0.007
H 3.2801 -0.1225 -2.5711 0.003
H 3.1076 -1.2935 -1.2681 -0.019
O -0.5669 3.7435 1.8689 0.002
C -0.6899 2.7590 2.6432 0.005
O -0.7196 1.5228 2.3349 0.023
C -0.8163 3.0723 4.1227 0.005
C -0.9262 4.4047 4.5677 0.000
C -1.0493 4.6958 5.9275 0.000
C -1.0601 3.6635 6.8811 0.000
C -0.9375 2.3266 6.4557 0.001
C -0.8171 2.0456 5.0909 -0.003
H -0.9142 5.2088 3.8281 0.000
H -1.1388 5.7368 6.2528 0.000
H -1.1604 3.8822 7.9449 0.000
H -0.9368 1.5031 7.1693 0.000
H -0.7231 1.0166 4.7437 0.000
```